[1]
3 unconnected molecules or ions with the total composition C2H12NO2S at a distorted geometry, computed with wB97M-V/def2-TZVPD.

Output
Orbital gap (eV): 9.751
Total charge: +1
Max |F| (eV Å⁻¹): 1.9
Relative energy (zero: lowest compared OMol25 entry of this formula, charge and spin) (kcal per mole): 21.9
E_LUMO (Eh): -0.124

Geometry as XYZ:
```
18
Properties=species:S:1:pos:R:3:lowdin_charge:R:1
C 0.52 -0.63 0.81 -0.21
C 0.30 -1.20 -0.57 -0.52
S -0.26 0.23 -1.57 0.78
N -0.85 -0.10 1.35 0.18
H 0.85 -1.24 1.64 0.12
H 1.10 0.28 0.77 0.11
H 1.26 -1.53 -0.97 0.09
H -0.35 -2.07 -0.58 0.09
H 0.04 -0.23 -2.80 -0.11
H -0.68 0.30 2.27 0.16
H -1.27 0.67 0.82 0.11
H -1.51 -0.87 1.46 0.17
H -3.41 2.94 -1.32 0.05
H -3.51 1.50 -1.37 0.05
O -2.91 2.19 -0.99 -0.11
H 4.29 -1.15 1.69 0.06
H 3.62 -1.45 2.97 0.03
O 3.54 -0.84 2.25 -0.06
```

[2]
4 unconnected molecules or ions with the total composition C2H12NO3 at a distorted geometry, computed with wB97M-V/def2-TZVPD.

Output
Orbital gap (spin up / spin down) (eV): 3.021 / 8.663
Total charge: 0
2S+1: 2
Max |F| (eV Å⁻¹): 4.2
Expectation value of S²: 0.753
Relative energy (zero: lowest compared OMol25 entry of this formula, charge and spin) (kcal per mole): 56.8
E_LUMO (spin up / spin down) (Eh): 0.013 / 0.009

Geometry as XYZ:
```
18
Properties=species:S:1:pos:R:3:mulliken_spin:R:1
C -1.10 0.15 -1.54 0.48
C -1.63 1.28 -1.06 0.33
N -0.80 -0.91 -0.58 0.45
H -0.84 -0.08 -2.56 -0.14
H -2.19 2.13 -1.75 -0.01
H -1.57 1.58 0.00 -0.01
H -1.24 -0.66 0.40 -0.08
H 0.21 -1.14 -0.59 -0.11
H -1.21 -1.83 -0.85 -0.14
H 2.36 -2.09 -0.34 -0.05
H 2.49 -0.58 -0.04 0.02
O 1.86 -1.27 -0.34 0.10
H 3.33 1.25 1.63 -0.02
H 3.79 1.88 0.34 -0.02
O 3.34 1.06 0.70 0.10
H -2.44 0.49 2.05 -0.03
H -2.01 -0.74 2.69 -0.09
O -2.37 -0.51 1.84 0.22
```

[3]
4 unconnected molecules or ions with the total composition C2H12NO3 at a distorted geometry, computed with wB97M-V/def2-TZVPD.

Output
Orbital gap (eV): 8.243
Total charge: +1
Max |F| (eV Å⁻¹): 5.2
Relative energy (zero: lowest compared OMol25 entry of this formula, charge and spin) (kcal per mole): 45.4
E_LUMO (Eh): -0.191

Geometry as XYZ:
```
18
Properties=species:S:1:pos:R:3:lowdin_charge:R:1
C 0.52 -0.83 -2.10 -0.01
C 2.23 -1.06 -0.47 0.19
N 0.96 -0.80 -0.71 0.02
H 1.23 -0.27 -2.76 0.12
H 0.63 -1.84 -2.35 0.09
H -0.54 -0.49 -2.05 0.12
H 2.97 -1.02 -1.25 0.12
H 2.47 -1.71 0.41 0.13
H 0.38 -1.18 0.03 0.09
H 1.12 -1.47 3.18 0.06
H 2.07 -0.22 3.45 0.04
O 1.68 -0.77 2.78 -0.07
H -1.38 -0.80 1.72 0.03
H -1.85 -2.23 1.32 0.10
O -1.18 -1.52 1.17 -0.04
H -4.34 5.46 -0.31 0.01
H -3.33 5.72 -1.33 0.02
O -3.63 5.04 -0.75 -0.03
```

[4]
4 unconnected molecules or ions with the total composition C2H12NO3 at a distorted geometry, computed with wB97M-V/def2-TZVPD.

Output
Orbital gap (eV): 11.320
Total charge: +1
Max |F| (eV Å⁻¹): 4.5
Relative energy (zero: lowest compared OMol25 entry of this formula, charge and spin) (kcal per mole): 39.2
E_LUMO (Eh): -0.113

Geometry as XYZ:
```
18
Properties=species:S:1:pos:R:3:lowdin_charge:R:1
C 0.40 -2.10 -0.33 -0.13
C -0.04 -2.85 -1.38 0.08
N 0.52 -0.65 -0.58 0.12
H 1.14 -2.53 0.31 0.11
H 0.20 -3.91 -1.48 0.09
H -0.74 -2.45 -2.08 0.06
H 1.53 -0.43 -0.74 0.13
H 0.08 -0.24 0.30 0.11
H -0.12 -0.54 -1.42 0.18
H -1.64 -0.02 1.93 0.05
H -1.26 1.30 1.72 0.00
O -1.05 0.44 1.38 -0.02
H -1.73 3.45 2.58 0.04
H -2.73 3.23 1.66 0.04
O -1.86 2.96 1.81 0.02
H 1.87 1.95 -1.58 0.13
H 3.19 1.18 -1.14 0.06
O 2.25 1.22 -0.96 -0.08
```

[5]
A molecular structure, C2H12NO4 at a distorted geometry, computed with wB97M-V/def2-TZVPD.

Output
Orbital gap (eV): 8.616
Total charge: -1
Max |F| (eV Å⁻¹): 3.4
Relative energy (zero: lowest compared OMol25 entry of this formula, charge and spin) (kcal per mole): 50.5
E_LUMO (Eh): 0.141

Geometry as XYZ:
```
19
Properties=species:S:1:pos:R:3:lowdin_charge:R:1
C 2.16 -0.34 -0.10 -0.24
O 2.64 -1.02 -1.39 -0.17
C 1.05 0.71 -0.11 -0.28
N -0.27 0.07 -0.35 -0.04
H 3.01 0.31 0.24 0.10
H 1.94 -1.22 0.59 0.13
H 1.41 1.53 -0.96 0.16
H 1.13 1.12 0.96 0.11
H -0.08 -0.47 -1.52 0.01
H -0.75 0.85 -0.76 0.07
H 0.38 0.23 -2.89 -0.02
H 1.78 -1.01 -1.92 0.02
O 0.17 -0.69 -2.68 -0.27
H -0.65 0.03 2.53 -0.02
H -0.67 -0.02 0.71 -0.05
O -1.36 -0.06 1.81 -0.39
H -3.38 0.55 1.88 0.07
H -4.15 -0.74 2.02 -0.01
O -4.38 0.18 1.94 -0.17
```

[6]
4 unconnected molecules or ions with the total composition C2H12O3 at a distorted geometry, computed with wB97M-V/def2-TZVPD.

Output
Orbital gap (eV): 11.184
Total charge: 0
Max |F| (eV Å⁻¹): 2.2
Structure (SMILES): CC.O.O.O
Relative energy (zero: lowest compared OMol25 entry of this formula, charge and spin) (kcal per mole): 13.3
E_LUMO (Eh): 0.017

Geometry as XYZ:
```
17
Properties=species:S:1:pos:R:3:lowdin_charge:R:1
C 1.63 0.18 -1.49 -0.17
C 0.75 0.38 -0.24 -0.17
H 1.49 -0.73 -2.09 0.07
H 2.71 0.19 -1.30 0.07
H 1.54 1.06 -2.15 0.07
H 0.49 -0.60 0.10 0.06
H 1.22 1.05 0.47 0.07
H -0.16 0.77 -0.70 0.05
O -1.47 -0.80 -1.86 -0.06
H -1.74 -1.71 -1.66 0.06
H -0.54 -0.85 -2.05 -0.01
O -2.13 0.35 1.95 -0.03
H -2.61 -0.44 1.73 0.04
H -1.98 0.83 1.12 0.06
O 0.47 -0.09 3.02 -0.07
H -0.48 0.00 2.87 -0.01
H 0.82 0.41 2.27 -0.01
```

[7]
4 unconnected molecules or ions with the total composition C2H12O3S at a distorted geometry, computed with wB97M-V/def2-TZVPD.

Output
Orbital gap (eV): 9.501
Total charge: 0
Max |F| (eV Å⁻¹): 5.6
Structure (SMILES): CSC.O.O.O
Relative energy (zero: lowest compared OMol25 entry of this formula, charge and spin) (kcal per mole): 64.8
E_LUMO (Eh): -0.006

Geometry as XYZ:
```
18
Properties=species:S:1:pos:R:3:lowdin_charge:R:1
C -1.03 -1.13 2.49 -0.21
S 0.20 -0.83 0.77 0.67
C 0.61 1.11 1.75 -0.16
H -1.99 -0.73 2.51 0.01
H -0.50 -0.55 3.29 0.02
H -0.87 -2.14 2.69 -0.01
H 1.10 1.78 1.01 0.04
H -0.36 1.40 1.83 -0.03
H 1.04 0.78 2.73 0.04
O -0.43 2.09 -0.93 -0.05
H -0.36 1.49 -1.65 -0.01
H -0.35 1.46 -0.21 -0.08
O 0.30 -1.94 -2.12 -0.11
H 0.40 -1.56 -1.23 -0.13
H -0.64 -2.15 -1.99 0.06
O 0.80 0.69 -3.62 -0.10
H 0.51 -0.19 -3.20 0.03
H 1.58 0.41 -4.14 0.04
```

[8]
4 unconnected molecules or ions with the total composition C2H12O3S at a distorted geometry, computed with wB97M-V/def2-TZVPD.

Output
Orbital gap (eV): 9.497
Total charge: 0
Max |F| (eV Å⁻¹): 2.6
Structure (SMILES): CCS.O.O.O
Relative energy (zero: lowest compared OMol25 entry of this formula, charge and spin) (kcal per mole): 36.4
E_LUMO (Eh): 0.015

Geometry as XYZ:
```
18
Properties=species:S:1:pos:R:3:lowdin_charge:R:1
C 0.60 0.37 1.50 -0.21
C -0.75 -0.32 1.57 -0.51
S -0.52 -2.01 0.76 0.68
H 0.53 1.42 1.43 0.07
H 1.22 0.11 0.69 -0.01
H 1.25 0.18 2.31 0.07
H -0.81 -0.39 2.65 0.06
H -1.53 0.36 1.07 0.07
H -1.05 -1.79 -0.42 -0.19
O 0.45 1.78 -2.76 -0.04
H 0.64 1.93 -3.67 0.02
H 1.04 1.16 -2.33 0.02
O 2.95 -0.23 -0.57 -0.04
H 2.26 -0.40 -1.17 0.00
H 2.55 -0.31 0.30 0.00
O -2.42 1.65 -0.39 -0.03
H -2.93 1.94 -1.14 0.05
H -1.65 2.14 -0.50 0.00
```

[9]
4 unconnected molecules or ions with the total composition C2H12O3S2 at a distorted geometry, computed with wB97M-V/def2-TZVPD.

Output
Orbital gap (eV): 9.549
Total charge: 0
Max |F| (eV Å⁻¹): 1.7
Structure (SMILES): CSSC.O.O.O
Relative energy (zero: lowest compared OMol25 entry of this formula, charge and spin) (kcal per mole): 21.4
E_LUMO (Eh): 0.016

Geometry as XYZ:
```
19
Properties=species:S:1:pos:R:3:lowdin_charge:R:1
C 0.41 1.00 -2.28 -0.45
S -0.39 -0.06 -1.02 0.48
S 1.27 -1.02 -0.22 0.49
C 1.02 -2.64 -0.95 -0.49
H 0.54 2.00 -1.92 0.02
H 1.37 0.67 -2.65 0.03
H -0.30 1.02 -3.10 0.02
H 1.46 -3.49 -0.43 0.04
H -0.08 -2.74 -1.05 0.01
H 1.37 -2.85 -1.96 0.03
O -0.30 0.64 4.97 -0.05
H 0.37 0.71 4.30 -0.01
H -0.01 0.84 5.85 0.02
O 1.64 1.00 2.25 -0.09
H 1.10 1.77 2.07 0.04
H 1.41 0.32 1.59 -0.09
O -4.01 1.54 -2.25 -0.06
H -3.75 1.33 -1.35 0.02
H -4.92 1.80 -2.20 0.02
```

[10]
4 unconnected molecules or ions with the total composition C2H12O3S2 at a distorted geometry, computed with wB97M-V/def2-TZVPD.

Output
Orbital gap (eV): 9.355
Total charge: 0
Max |F| (eV Å⁻¹): 3.8
Structure (SMILES): CSSC.O.O.O
Relative energy (zero: lowest compared OMol25 entry of this formula, charge and spin) (kcal per mole): 21.9
E_LUMO (Eh): 0.016

Geometry as XYZ:
```
19
Properties=species:S:1:pos:R:3:lowdin_charge:R:1
C -1.66 0.27 1.77 -0.44
S -1.45 1.96 1.12 0.44
S -2.37 1.84 -0.72 0.43
C -0.77 1.64 -1.69 -0.40
H -1.73 -0.45 0.98 0.01
H -2.56 0.12 2.32 0.02
H -0.75 0.11 2.38 0.04
H -1.12 1.14 -2.63 0.06
H -0.33 0.97 -1.05 -0.07
H -0.22 2.56 -1.71 0.03
O -0.17 -2.76 -0.10 -0.05
H 0.82 -2.67 0.03 0.03
H -0.36 -3.57 -0.48 -0.02
O 2.63 -1.74 -0.74 -0.07
H 3.09 -2.26 -0.06 0.05
H 2.41 -0.87 -0.38 0.00
O 1.62 0.98 0.01 -0.08
H 2.18 1.37 0.69 0.06
H 0.74 1.35 0.23 -0.04
```

Q: Which of these has the lowest total charge?
A: C2H12NO4